#i
Below is a structure of composition CsH4O2, with properties calculated with wB97M-V/def2-TZVPD.

The value obtained for the gap between HOMO and LUMO is 11.0 eV. As for the spin multiplicity: 1. The charge is +1.

CARTESIAN COORDINATES (ANGSTROEM)
Cs  0.69  0.83  -0.94
O  1.08  0.40  0.93
O  -0.97  -0.35  -1.00
H  -1.11  -1.26  -1.28
H  0.70  0.84  1.69
H  -1.83  -0.06  -0.70
H  1.45  -0.41  1.29

Calculated atomic charges, method Mulliken, unit e: Cs 0.66; O -0.60; O -0.59; H 0.36; H 0.40; H 0.38; H 0.40

---

#ii
Below is a structure of composition CsH4O2, with properties calculated with wB97M-V/def2-TZVPD.

The value obtained for the gap between HOMO and LUMO is 10.3 eV. As for the spin multiplicity: 1. The charge is +1.

CARTESIAN COORDINATES (ANGSTROEM)
Cs  1.69  2.06  0.47
O  -3.11  2.65  -2.00
O  2.90  -3.00  2.17
H  -3.71  3.35  -2.24
H  3.65  -3.27  1.64
H  -3.65  1.86  -1.99
H  2.22  -3.65  1.96

Calculated atomic charges, method Mulliken, unit e: Cs 1.00; O -0.66; O -0.66; H 0.33; H 0.33; H 0.33; H 0.33

---

The data favor #ii; the next most stable structure lies 145.2 kcal/mol above it.

---

#i
Below is the molecule C4H5ClS, with properties calculated with wB97M-V/def2-TZVPD.

The value obtained for the gap between HOMO and LUMO is 8.2 eV. As for the spin multiplicity: 1. Its SMILES is C/C=C(\Cl)C=S.

CARTESIAN COORDINATES (ANGSTROEM)
Cl  1.41  -0.54  -1.51
S  1.97  -0.95  2.44
C  1.30  -1.33  1.01
C  -0.48  0.23  0.17
C  -1.18  1.20  -0.78
C  0.61  -0.45  0.06
H  -0.61  1.27  -1.77
H  1.61  -2.36  0.61
H  -1.40  2.17  -0.35
H  -2.14  0.64  -0.96
H  -1.08  0.11  1.07

Calculated atomic charges, method Mulliken, unit e: Cl -0.22; S -0.17; C -0.47; C -0.24; C -0.97; C 0.63; H 0.27; H 0.28; H 0.30; H 0.27; H 0.32

---

#ii
Below is the molecule C4H5ClS, with properties calculated with wB97M-V/def2-TZVPD.

The value obtained for the gap between HOMO and LUMO is 8.3 eV. As for the spin multiplicity: 1. Its SMILES is S=C1CC(Cl)C1.

CARTESIAN COORDINATES (ANGSTROEM)
Cl  0.37  -0.35  2.54
S  -0.45  0.58  -2.61
C  0.51  -1.03  -0.25
C  -0.29  -0.46  0.94
C  -0.26  0.89  0.09
C  0.18  0.27  -1.13
H  0.68  1.27  0.39
H  1.63  -1.05  0.24
H  -1.19  1.64  -0.18
H  -1.33  -1.09  0.88
H  0.22  -2.07  -0.58

Calculated atomic charges, method Mulliken, unit e: Cl -0.17; S -0.25; C -0.41; C -0.08; C -0.41; C -0.05; H 0.26; H 0.22; H 0.31; H 0.28; H 0.32

---

#iii
Below is the molecule C4H5ClS, with properties calculated with wB97M-V/def2-TZVPD.

The value obtained for the gap between HOMO and LUMO is 8.4 eV. As for the spin multiplicity: 1. Its SMILES is S=C1CC[C@@H]1Cl.

CARTESIAN COORDINATES (ANGSTROEM)
Cl  -1.60  -0.43  -1.20
S  -0.07  0.91  1.94
C  1.85  0.07  0.00
C  -0.01  -0.72  -0.51
C  1.16  -0.31  -1.32
C  0.46  0.09  0.65
H  2.46  0.97  0.08
H  0.08  -1.79  -0.18
H  0.96  0.60  -1.87
H  2.48  -0.76  0.38
H  1.63  -1.08  -1.93

Calculated atomic charges, method Mulliken, unit e: Cl -0.19; S -0.27; C -0.44; C 0.29; C -0.66; C -0.05; H 0.31; H 0.24; H 0.28; H 0.21; H 0.29

---

The data favor #iii; the next most stable structure lies 6.2 kcal/mol above it.

---

#i
Below is a structure of composition C4H10NP, with properties calculated with wB97M-V/def2-TZVPD.

The value obtained for the gap between HOMO and LUMO is 8.8 eV. As for the spin multiplicity: 1.

CARTESIAN COORDINATES (ANGSTROEM)
P  0.17  0.31  0.26
N  -0.29  1.82  0.18
C  -0.36  -0.26  -1.39
C  -1.22  1.00  -1.50
C  1.94  -0.03  0.65
C  -0.70  -0.81  1.47
H  0.44  -0.27  -2.12
H  2.17  -1.09  0.63
H  -2.26  0.92  -1.21
H  -0.52  -0.41  2.47
H  -0.36  -1.84  1.41
H  -1.00  1.72  -2.26
H  -1.77  -0.75  1.26
H  2.13  0.38  1.64
H  2.56  0.51  -0.07
H  -0.93  -1.19  -1.43

Calculated atomic charges, method Mulliken, unit e: P 0.90; N -0.78; C -0.61; C -0.51; C -1.08; C -1.17; H 0.34; H 0.34; H 0.26; H 0.36; H 0.36; H 0.27; H 0.33; H 0.35; H 0.33; H 0.31

---

#ii
Below is a cluster of 2 separate species, C4H10NP in total, with properties calculated with wB97M-V/def2-TZVPD.

The value obtained for the gap between HOMO and LUMO is 9.6 eV. As for the spin multiplicity: 1. Its SMILES is C=CC.C=NP.

CARTESIAN COORDINATES (ANGSTROEM)
P  -1.42  -1.88  -0.89
N  -1.52  -0.20  -0.75
C  -0.96  0.52  -1.68
C  1.13  1.98  0.94
C  1.43  0.70  0.05
C  1.13  -0.59  0.34
H  1.63  0.84  -0.98
H  -1.50  -2.01  -2.22
H  1.57  -1.38  -0.24
H  -0.72  1.51  -1.54
H  0.67  -0.85  1.31
H  -2.76  -2.23  -0.38
H  0.60  2.83  0.41
H  -0.41  0.14  -2.49
H  2.14  2.38  1.11
H  0.81  1.73  1.90

Calculated atomic charges, method Mulliken, unit e: P -0.02; N -0.32; C -0.48; C -0.99; C -0.01; C -0.99; H 0.39; H 0.05; H 0.39; H 0.41; H 0.28; H 0.09; H 0.23; H 0.30; H 0.32; H 0.34

---

#iii
Below is the molecule C4H10NP, with properties calculated with wB97M-V/def2-TZVPD.

The value obtained for the gap between HOMO and LUMO is 9.5 eV. As for the spin multiplicity: 1. Its SMILES is CNP1C[C@@H]1C.

CARTESIAN COORDINATES (ANGSTROEM)
P  0.37  0.02  0.87
N  -0.68  1.67  0.10
C  1.82  -1.90  -0.98
C  0.70  -0.90  -0.65
C  -0.65  -1.23  0.03
C  -1.36  2.26  1.24
H  0.02  2.32  -0.26
H  -0.68  -2.13  0.62
H  -1.97  3.20  0.86
H  2.19  -2.53  -0.21
H  -1.51  -0.72  -0.42
H  2.49  -1.22  -1.52
H  1.34  -2.57  -1.74
H  -0.61  2.65  1.86
H  -2.06  1.43  1.74
H  0.59  -0.35  -1.54

Calculated atomic charges, method Mulliken, unit e: P -0.04; N -0.54; C -1.13; C 0.07; C -0.72; C -0.74; H 0.24; H 0.32; H 0.25; H 0.38; H 0.34; H 0.29; H 0.29; H 0.35; H 0.24; H 0.40

---

The data favor #iii; the next most stable structure lies 8.3 kcal/mol above it.

---

#i
Below is a structure of composition C52H60CsN5O3PSi3, with properties calculated with wB97M-V/def2-TZVPD.

The value obtained for the gap between HOMO and LUMO is 5.4 eV. As for the spin multiplicity: 1. The charge is -1.

CARTESIAN COORDINATES (ANGSTROEM)
Cs  -0.37  0.09  0.72
P  3.24  -0.78  3.24
Si  2.16  1.42  -2.45
Si  -0.29  1.53  -4.23
Si  1.24  -1.16  -3.88
O  -4.44  3.00  0.71
O  2.76  0.65  -1.05
O  2.02  -0.97  2.42
N  -2.76  0.42  -1.09
N  0.47  -3.32  0.31
N  -0.19  2.32  2.84
N  -2.21  2.41  0.82
N  -2.21  -2.88  0.08
C  -5.08  0.65  -2.59
C  -3.68  1.35  -0.78
C  0.56  4.61  4.21
C  -0.24  -4.14  -0.47
C  1.12  -0.85  6.69
C  1.83  -1.30  -5.69
C  4.08  0.24  -0.88
C  -0.50  4.62  3.33
C  2.62  -2.04  -2.92
C  -1.44  2.62  -3.19
C  0.89  0.51  -3.30
C  4.17  0.69  2.76
C  2.82  -0.61  5.00
C  3.31  -0.03  7.28
C  -4.12  -0.29  -2.93
C  5.43  3.04  2.01
C  5.14  -4.33  3.92
C  -2.42  -4.74  -1.45
C  -4.34  -3.44  -0.87
C  -3.79  -4.47  -1.57
C  3.73  1.78  -3.46
C  -1.78  -5.80  -2.17
C  2.01  -0.38  7.65
C  1.24  3.42  4.41
C  2.45  -4.56  -0.23
C  -3.50  -2.66  -0.05
C  0.83  2.32  3.70
C  1.73  -5.40  -1.04
C  6.01  -4.42  2.84
C  4.40  -2.17  3.16
C  -2.11  3.46  1.80
C  -1.42  0.53  -5.38
C  5.28  -2.26  2.08
C  6.08  -3.38  1.92
C  0.54  2.74  -5.45
C  1.63  3.10  -1.77
C  -1.67  -3.91  -0.61
C  1.52  -0.96  5.37
C  -0.87  3.45  2.66
C  4.14  2.78  1.58
C  3.71  -0.14  5.96
C  3.51  1.60  1.95
C  -4.86  1.48  -1.51
C  0.35  -5.20  -1.19
C  -3.44  2.33  0.36
C  4.34  -3.21  4.08
C  -2.98  -0.36  -2.14
C  -0.21  -2.38  -3.76
C  5.48  0.93  3.17
C  1.77  -3.52  0.43
C  -0.46  -6.02  -2.05
C  6.11  2.11  2.80
H  2.52  1.38  1.58
H  2.22  -6.20  -1.59
H  -0.51  -2.48  -2.71
H  2.30  -2.82  1.06
H  3.45  2.42  -4.30
H  3.52  -4.67  -0.10
H  7.13  2.30  3.11
H  -2.20  -1.08  -2.37
H  6.75  -3.44  1.08
H  3.62  3.49  0.94
H  4.16  0.87  -3.89
H  1.33  1.37  3.82
H  -4.23  -0.94  -3.78
H  0.83  -1.30  4.60
H  -0.21  3.31  -6.02
H  -1.43  2.34  -2.14
H  -5.99  0.74  -3.18
H  -1.08  -2.05  -4.33
H  0.03  -6.82  -2.60
H  -5.56  2.24  -1.19
H  -2.47  2.54  -3.54
H  -0.86  -0.06  -6.12
H  2.63  -3.10  -3.18
H  1.70  -0.29  8.68
H  2.08  3.35  5.09
H  -5.39  -3.19  -0.95
H  4.11  -0.53  -0.10
H  -2.38  -6.41  -2.83
H  -2.06  1.23  -5.93
H  2.48  3.58  -1.27
H  3.66  -3.15  4.92
H  1.10  -0.90  -6.39
H  5.08  -5.14  4.63
H  4.52  -0.20  -1.78
H  2.03  -2.34  -5.97
H  3.60  -1.63  -3.16
H  -2.07  -0.15  -4.83
H  0.08  -3.37  -4.12
H  4.71  0.15  5.68
H  4.51  2.29  -2.89
H  1.17  2.20  -6.17
H  -4.40  -5.09  -2.23
H  1.18  3.46  -4.93
H  -2.97  3.45  2.50
H  6.02  0.20  3.76
H  2.76  -0.73  -5.82
H  4.74  1.07  -0.56
H  0.85  5.52  4.73
H  4.00  0.34  8.03
H  0.81  3.00  -1.05
H  1.28  3.77  -2.56
H  -3.91  -1.82  0.49
H  5.34  -1.45  1.36
H  5.93  3.96  1.72
H  6.63  -5.30  2.71
H  -1.07  5.53  3.14
H  -2.17  4.45  1.33
H  0.11  -1.11  6.97
H  2.47  -1.95  -1.84
H  -1.16  3.67  -3.26

Results of the Mulliken charge analysis, in e, for atoms 1 through 99: Cs 1.66; P 1.55; Si -1.00; Si 0.00; Si -0.61; O -0.88; O -0.57; O -0.15; N 1.05; N -0.04; N 0.14; N -0.25; N -0.07; C -0.87; C 0.46; C -0.65; C -0.44; C -0.75; C -1.13; C -0.63; C -0.81; C -0.41; C -0.47; C 2.06; C 0.72; C 0.42; C -0.67; C -0.66; C -0.64; C -0.79; C 1.78; C -0.65; C -0.79; C -1.21; C -1.14; C -0.53; C -0.79; C -0.73; C -0.40; C -0.96; C -1.02; C -0.56; C 0.52; C -0.87; C -0.81; C -0.34; C -0.79; C -1.17; C -0.69; C -0.25; C -0.59; C 0.51; C -1.11; C -0.41; C -0.67; C -0.44; C 1.85; C -0.47; C -0.70; C -0.44; C -0.12; C -0.25; C -0.77; C -0.98; C -0.88; H 0.99; H 0.36; H -0.71; H 0.76; H 0.32; H 0.54; H 0.43; H 0.11; H 0.45; H 0.46; H 0.27; H 1.13; H 0.52; H 0.44; H 0.32; H -0.32; H 0.42; H 0.49; H 0.37; H 0.53; H 0.39; H 0.24; H 0.39; H 0.38; H 0.54; H 0.43; H -0.46; H 0.36; H 0.35; H 0.22; H 0.44; H 0.29; H 0.43; H 0.52

---

#ii
Below is a structure of composition C52H60CsN5O3PSi3, with properties calculated with wB97M-V/def2-TZVPD.

The value obtained for the gap between HOMO and LUMO is 5.5 eV. As for the spin multiplicity: 1. The charge is -1.

CARTESIAN COORDINATES (ANGSTROEM)
Cs  0.25  -0.92  0.23
P  -1.81  -3.91  -1.09
Si  -1.63  3.69  -2.32
Si  1.27  4.52  -3.14
Si  0.12  1.74  -3.85
O  -1.54  -2.68  -0.28
O  -0.36  0.38  -2.94
O  2.74  -3.56  -0.11
N  -0.78  1.75  2.02
N  -2.81  0.27  1.01
N  2.57  -2.20  1.78
N  -0.05  -2.00  2.86
N  2.90  -0.33  -0.62
C  -5.33  -2.71  -2.67
C  -4.40  2.03  1.45
C  -1.35  -6.65  -0.70
C  1.66  4.98  -4.94
C  -5.41  1.25  0.86
C  4.87  0.69  -1.51
C  -0.48  -4.35  -4.93
C  1.41  -3.90  -3.52
C  -1.09  -7.76  0.08
C  -0.95  -7.61  1.46
C  0.28  -3.82  4.33
C  -0.95  -3.59  4.91
C  -0.98  1.66  -5.41
C  2.00  -3.30  2.54
C  -2.02  2.28  2.04
C  -1.66  4.61  -0.66
C  -3.77  -0.44  0.47
C  0.21  2.48  2.47
C  -2.75  2.19  -2.02
C  -3.10  1.49  1.48
C  5.62  -0.42  -1.12
C  -5.10  0.01  0.37
C  0.88  -4.15  -4.78
C  -5.73  -4.91  -1.79
C  2.92  -2.50  0.55
C  -2.66  4.79  -3.48
C  -1.22  4.30  3.05
C  0.58  -3.85  -2.41
C  -1.49  -5.39  -0.12
C  -1.08  -6.36  2.04
C  0.81  6.20  -2.37
C  -4.64  3.33  1.99
C  -3.64  4.05  2.53
C  3.62  -1.37  -0.21
C  -6.19  -3.77  -2.42
C  0.04  3.77  2.99
C  2.98  4.18  -2.37
C  -0.79  -4.04  -2.56
C  -1.75  -2.55  4.44
C  4.99  -1.46  -0.46
C  1.86  1.28  -4.46
C  -2.30  3.55  2.56
C  -3.53  -3.94  -1.63
C  -1.35  -5.24  1.26
C  -4.40  -4.99  -1.39
C  3.51  0.68  -1.26
C  -1.24  -1.77  3.42
C  -4.01  -2.79  -2.27
C  0.71  -3.00  3.28
C  -1.32  -4.30  -3.83
C  -0.77  -0.81  -3.55
C  0.02  3.25  -2.92
H  -0.73  -8.47  2.07
H  1.20  2.04  2.43
H  2.88  3.89  -1.32
H  -1.42  -6.76  -1.78
H  -0.13  6.60  -2.76
H  -2.39  -4.44  -3.96
H  -3.34  -1.95  -2.45
H  1.82  -4.19  1.92
H  -2.72  -2.34  4.87
H  3.54  3.39  -2.89
H  2.40  5.79  -5.00
H  -3.48  -1.42  0.11
H  -1.61  -0.65  -4.24
H  -6.42  1.64  0.80
H  -0.87  4.24  0.00
H  0.74  5.33  -5.44
H  0.92  -4.62  4.67
H  -1.39  5.30  3.44
H  -2.04  1.80  -5.18
H  -4.04  -5.88  -0.88
H  2.04  4.14  -5.53
H  3.58  5.10  -2.41
H  -3.82  5.05  2.93
H  2.88  1.50  -1.57
H  -1.29  -4.22  5.73
H  2.22  0.41  -3.90
H  -0.67  2.50  -6.05
H  0.90  4.33  3.34
H  -7.23  -3.71  -2.73
H  -1.81  -0.94  3.00
H  -2.16  5.75  -3.65
H  -3.65  4.99  -3.07
H  -0.96  -6.23  3.11
H  -5.65  3.72  1.95
H  2.47  -3.75  -3.38
H  5.32  1.53  -2.02
H  0.03  -1.31  -4.11
H  -2.63  4.45  -0.18
H  -1.52  5.69  -0.78
H  -3.69  2.54  -1.60
H  6.69  -0.46  -1.31
H  -0.90  -4.53  -5.91
H  2.72  -3.62  3.31
H  -1.43  -4.26  1.71
H  -1.11  -1.49  -2.77
H  1.06  -3.66  -1.45
H  -0.87  0.74  -5.99
H  -5.69  -1.81  -3.16
H  1.53  -4.18  -5.64
H  -2.78  4.31  -4.46
H  5.53  -2.34  -0.14
H  -2.28  1.49  -1.32
H  0.73  6.16  -1.28
H  1.84  0.99  -5.52
H  -0.97  -8.73  -0.38
H  -6.40  -5.74  -1.59
H  2.61  2.07  -4.35
H  1.61  6.91  -2.63
H  -2.97  1.62  -2.93
H  -5.84  -0.63  -0.10

Results of the Mulliken charge analysis, in e, for atoms 1 through 99: Cs 1.55; P 0.94; Si -0.55; Si 0.03; Si -0.18; O 0.33; O -0.32; O -0.82; N 0.16; N 0.52; N -0.31; N 0.15; N 0.53; C -0.94; C 1.58; C -0.58; C -1.17; C -1.09; C -0.56; C -0.69; C -0.72; C -0.68; C -0.55; C -0.89; C -0.35; C -1.23; C -0.68; C -0.32; C -0.62; C -0.83; C -0.44; C -0.44; C -0.33; C -0.52; C -0.82; C -0.51; C -0.70; C -0.79; C -1.19; C -0.75; C 0.13; C -0.07; C -0.49; C -1.17; C -1.03; C -0.84; C 0.52; C -0.61; C -0.88; C -0.99; C 0.01; C -0.75; C -0.64; C -1.34; C 1.37; C 0.01; C -0.25; C -0.52; C -0.52; C -0.21; C -0.19; C 0.45; C -0.32; C 0.29; C 1.53; H 0.39; H 0.53; H 0.29; H 0.44; H 0.28; H 0.42; H 0.56; H 0.28; H 0.45; H 0.15; H 0.35; H 0.47; H 0.37; H 0.38; H 0.04; H 0.30; H 0.44; H 0.38; H 0.27; H 0.39; H 0.34; H 0.47; H 0.38; H 0.48; H 0.40; H 0.20; H 0.32; H 0.43; H 0.38; H 0.26; H 0.30; H 0.29; H 0.39; H 0.38

---

The data favor #i; the next most stable structure lies 10.1 kcal/mol above it.